96
Properties=species:S:1:pos:R:3 method="wB97M-V/def2-TZVPD" multiplicity=2 mol_weight_da=813.226 s2=0.7766 homo_lumo_gap_ev="7.147 / 4.263" total_charge=+3 e_tot_ha=-7651.56553
Sc 0.51 -1.43 -0.03
C 1.69 -4.81 2.11
C 0.32 -4.11 2.04
C 0.08 -3.22 3.24
C -0.79 -5.13 1.90
O 0.38 -3.23 0.84
Ge 0.10 -4.09 -0.95
O 1.55 -2.86 -1.26
C 2.14 -2.69 -2.57
C 3.66 -2.70 -2.36
C 1.66 -1.39 -3.24
C 1.69 -3.94 -3.38
O -0.89 -2.21 -1.16
C -2.31 -2.19 -1.65
C -3.19 -2.80 -0.56
C -2.36 -2.84 -3.01
C -2.71 -0.74 -1.83
H 1.86 -5.51 2.96
H 2.45 -4.05 2.12
H 1.77 -5.43 1.23
H 0.11 -3.85 4.14
H -0.88 -2.73 3.16
H 0.88 -2.49 3.35
H -0.76 -5.80 2.77
H -0.65 -5.79 1.00
H -1.80 -4.69 1.90
H 4.10 -1.74 -2.09
H 4.19 -2.97 -3.30
H 3.89 -3.45 -1.61
H 2.07 -0.50 -2.79
H 0.57 -1.36 -3.26
H 1.96 -1.40 -4.25
H 1.92 -4.88 -2.87
H 2.09 -4.00 -4.40
H 0.59 -3.85 -3.44
H -3.00 -3.85 -0.42
H -4.26 -2.63 -0.78
H -3.01 -2.32 0.42
H -2.17 -3.93 -2.96
H -1.61 -2.42 -3.69
H -3.32 -2.73 -3.48
H -2.60 -0.17 -0.91
H -3.73 -0.65 -2.16
H -2.05 -0.21 -2.55
C 3.62 -1.12 0.82
O 2.53 -0.38 0.16
C 2.78 0.88 -0.28
C 4.02 1.49 -0.20
C 4.12 2.79 -0.68
Br 5.75 3.65 -0.69
C 2.97 3.51 -0.96
C 1.74 2.87 -1.12
C 1.67 1.52 -0.78
O 0.54 0.75 -0.89
C 0.63 3.79 -1.45
N 0.67 5.05 -1.05
C -0.46 5.62 -1.48
C -0.92 7.01 -1.39
C -2.05 7.35 -1.99
C -2.74 6.38 -2.82
C -2.34 5.06 -2.98
C -1.25 4.69 -2.26
N -0.53 3.49 -2.16
H 3.72 -0.70 1.79
H 4.47 -0.97 0.20
H 3.34 -2.19 0.70
H 4.91 1.00 0.16
H 2.98 4.61 -1.08
H -0.22 1.28 -0.62
H -0.36 7.66 -0.76
H -2.53 8.31 -1.87
H -3.65 6.72 -3.24
H -2.82 4.29 -3.58
H -0.56 2.89 -2.94
C -2.97 2.23 3.03
N -2.53 1.10 3.85
C -1.41 1.54 4.71
N -0.26 2.12 3.96
C -0.79 3.24 3.13
N -1.89 2.83 2.22
C -1.37 1.90 1.19
P -0.69 0.27 1.92
C -2.15 -0.09 3.08
C 0.42 1.11 3.17
H -3.38 2.98 3.70
H -3.79 1.85 2.38
H -1.03 0.70 5.33
H -1.76 2.29 5.44
H 0.04 3.63 2.52
H -1.13 4.01 3.78
H -0.58 2.50 0.74
H -2.10 1.77 0.39
H -1.88 -0.89 3.80
H -2.99 -0.46 2.53
H 1.23 1.52 2.53
H 0.87 0.35 3.79